1.
C16H34N3NiO3P3S | ωB97M-V/def2-TZVPD

Last column: Mulliken spin population.
CARTESIAN COORDINATES (ANGSTROEM)
Ni (0.066, 0.395, -0.388)  0.8884
C (-1.987, 3.126, -1.684)  0.0153
P (-1.923, 1.660, -0.582)  0.0186
C (-2.952, 2.233, 0.818)  0.0090
C (-3.096, 0.523, -1.443)  -0.0005
C (-2.405, -0.181, -2.616)  0.0195
P (-0.802, -0.891, -2.028)  0.0690
C (-1.225, -2.622, -1.621)  -0.0006
C (0.140, -1.118, -3.573)  -0.0124
H (-3.013, 3.423, -1.907)  0.0020
H (-1.459, 2.909, -2.613)  -0.0004
H (-1.474, 3.957, -1.198)  -0.0009
H (-3.930, 2.590, 0.492)  -0.0003
H (-2.431, 3.038, 1.337)  -0.0002
H (-3.081, 1.414, 1.526)  0.0001
H (-3.990, 1.066, -1.763)  0.0004
H (-3.416, -0.214, -0.701)  -0.0042
H (-2.163, 0.545, -3.398)  -0.0002
H (-3.054, -0.937, -3.065)  -0.0001
H (-1.576, -3.182, -2.490)  -0.0020
H (-1.990, -2.644, -0.845)  -0.0020
H (-0.326, -3.089, -1.215)  0.0090
H (-0.402, -1.712, -4.311)  -0.0007
H (1.077, -1.618, -3.323)  -0.0029
H (0.385, -0.142, -3.993)  0.0013
S (3.346, 0.190, -1.153)  0.0903
C (4.364, -1.114, -1.502)  0.0040
N (4.995, -2.066, -1.685)  0.0357
N (2.013, -1.953, -0.126)  0.1073
C (1.846, -0.630, -0.554)  0.7224
C (2.395, 4.617, -1.076)  0.0027
C (1.696, 3.342, -1.117)  0.0008
N (1.145, 2.338, -1.152)  -0.0217
H (1.727, 5.415, -1.396)  -0.0004
H (3.257, 4.581, -1.739)  -0.0002
H (2.736, 4.820, -0.062)  -0.0002
C (-2.450, -2.711, 2.573)  0.0045
C (-2.428, -1.268, 2.110)  0.0029
O (-1.293, -0.568, 2.616)  0.0025
P (0.010, -0.367, 1.651)  0.0097
O (0.967, 0.308, 2.764)  -0.0009
C (1.564, 1.588, 2.538)  -0.0062
C (3.070, 1.467, 2.608)  0.0095
O (0.544, -1.901, 1.720)  -0.0120
C (1.870, -2.211, 1.293)  0.0537
C (2.117, -3.671, 1.597)  -0.0086
H (-3.362, -3.199, 2.222)  -0.0003
H (-2.430, -2.755, 3.662)  -0.0006
H (-1.586, -3.249, 2.187)  0.0007
H (-3.310, -0.736, 2.474)  -0.0004
H (-2.431, -1.216, 1.015)  0.0031
H (1.182, 2.261, 3.308)  -0.0013
H (1.251, 1.966, 1.559)  0.0080
H (3.377, 1.031, 3.559)  0.0016
H (3.530, 2.454, 2.517)  -0.0011
H (3.439, 0.842, 1.795)  -0.0046
H (2.549, -1.576, 1.879)  0.0195
H (2.800, -2.465, -0.514)  -0.0268
H (1.998, -3.853, 2.664)  0.0013
H (3.129, -3.952, 1.303)  -0.0028
H (1.404, -4.287, 1.048)  0.0026

Atomic forces in eV per Å
0.03 0.07 -0.20
0.01 -0.01 0.03
0.03 -0.01 -0.04
0.02 -0.03 0.02
-0.02 0.00 0.00
0.00 -0.01 0.01
-0.06 -0.08 -0.01
0.03 0.02 0.02
0.02 0.03 0.04
0.00 0.00 0.00
0.00 0.00 0.00
0.00 0.00 -0.01
0.00 0.00 0.00
-0.01 0.01 0.00
0.01 0.03 -0.01
0.00 0.00 0.00
-0.01 -0.01 0.00
0.00 0.00 0.00
0.02 0.00 -0.01
0.00 0.01 -0.02
-0.02 0.00 0.02
-0.01 -0.01 0.00
-0.01 0.00 0.01
0.01 0.00 -0.01
0.01 0.00 -0.01
0.00 0.04 -0.01
0.01 0.01 0.00
0.00 -0.01 -0.01
-0.06 -0.01 -0.01
0.00 0.07 -0.07
0.08 0.03 -0.02
-0.05 -0.05 -0.04
-0.02 -0.01 0.14
0.01 0.00 0.00
0.00 0.01 0.00
-0.01 -0.01 0.01
0.00 0.04 -0.01
0.01 -0.01 0.02
0.06 0.07 -0.06
-0.09 -0.13 0.30
0.00 0.03 -0.02
-0.02 -0.01 -0.01
-0.03 0.02 -0.03
-0.04 -0.02 0.00
0.09 -0.06 0.04
0.00 0.03 -0.01
0.00 0.00 0.00
0.00 -0.01 0.00
0.02 -0.01 0.00
0.00 -0.01 -0.01
-0.01 -0.01 -0.05
0.01 0.01 0.00
0.00 0.01 0.01
0.00 0.00 0.01
0.01 0.00 0.01
0.00 -0.01 0.00
-0.02 -0.02 -0.01
0.00 0.00 0.02
0.00 0.00 0.00
0.00 0.00 0.00
-0.01 0.00 -0.01

Properties
**Spin multiplicity**: 3
**E_HOMO (alpha / beta)**: -5.33 / -7.25 eV
**⟨S²⟩**: 2.018
**Net charge**: 0
**LUMO energy (alpha / beta)**: 0.30 / 0.28 eV

2.
C21H19CrN9O5S6 | ωB97M-V/def2-TZVPD

Last column: Mulliken spin population.
CARTESIAN COORDINATES (ANGSTROEM)
Cr (0.385, 0.034, -0.153)  3.9439
C (-0.227, -0.893, 3.315)  -0.0393
C (0.330, 0.382, 3.708)  -0.0005
N (0.146, 1.036, 4.792)  0.0013
N (0.936, 2.161, 4.626)  0.0001
C (1.560, 2.205, 3.441)  0.0021
S (2.501, 3.407, 2.894)  0.0000
N (1.229, 1.022, 2.851)  -0.0027
N (1.553, 0.682, 1.564)  -0.0037
H (-1.099, -1.179, 3.881)  0.0029
H (0.514, -1.736, 3.320)  0.0035
H (-0.483, -0.835, 2.245)  0.0367
H (0.798, 3.084, 5.107)  0.0000
H (2.353, 0.106, 1.542)  0.0328
H (1.943, 1.501, 1.117)  -0.0018
S (-2.691, -3.851, -0.162)  0.0044
C (-1.504, -2.695, -0.293)  0.0113
S (-1.377, -1.368, -1.349)  -0.0323
S (-0.135, -3.181, 0.651)  -0.0036
N (-6.891, 1.563, -1.643)  0.0001
C (-5.485, 1.891, -1.439)  0.0003
C (-4.917, 3.109, -1.855)  0.0000
C (-3.623, 3.444, -1.511)  0.0007
C (-2.927, 2.588, -0.659)  -0.0219
C (-3.455, 1.371, -0.291)  0.0290
C (-4.735, 1.006, -0.619)  0.0015
S (-1.283, 2.915, 0.018)  0.0104
O (-1.232, 2.311, 1.339)  0.0217
O (-0.946, 4.326, -0.052)  -0.0001
N (-0.326, 1.945, -0.930)  -0.0035
C (-0.097, 2.131, -2.196)  -0.0128
N (-0.652, 3.141, -2.914)  0.0020
C (-0.398, 3.110, -4.226)  -0.0022
C (0.480, 2.191, -4.882)  0.0067
C (0.983, 1.176, -4.028)  0.0040
N (0.757, 1.205, -2.773)  0.0088
H (-7.366, 2.143, -2.337)  0.0000
H (-7.150, 0.542, -1.556)  0.0000
H (-5.474, 3.701, -2.649)  0.0000
H (-3.200, 4.433, -1.772)  0.0003
H (-2.871, 0.612, 0.241)  0.0216
H (-5.094, 0.064, -0.390)  0.0001
H (-0.796, 3.947, -4.838)  -0.0002
H (0.634, 2.226, -5.942)  0.0004
H (1.767, 0.475, -4.357)  -0.0002
O (2.691, -1.001, -0.645)  0.0381
C (2.160, -1.969, -0.068)  -0.0584
N (0.890, -1.873, 0.388)  -0.0310
S (2.982, -2.702, 2.913)  0.0012
O (3.486, -1.349, 2.618)  0.0012
O (3.699, -3.527, 3.884)  0.0002
C (3.482, -3.530, 1.349)  0.0043
C (4.352, -4.609, 1.426)  0.0000
C (4.913, -5.186, 0.285)  0.0007
C (4.414, -4.871, -0.969)  -0.0001
C (3.387, -3.898, -1.070)  -0.0011
C (3.014, -3.179, 0.093)  0.0220
H (4.743, -4.861, 2.436)  -0.0001
H (5.705, -5.957, 0.316)  0.0001
H (4.754, -5.329, -1.824)  0.0000
H (2.890, -3.609, -1.971)  0.0012

Atomic forces in eV per Å
-0.83 -0.63 -0.60
0.14 -1.61 -1.04
0.81 -0.37 -1.05
-0.14 0.88 0.40
-0.26 1.54 0.72
-0.22 -0.83 0.18
0.94 1.15 -0.83
-0.76 0.60 1.51
-0.42 0.77 -1.20
-0.22 0.07 0.25
-0.35 0.78 0.26
-0.24 0.02 0.36
-0.01 -1.88 -0.34
1.34 -1.82 0.68
-0.14 1.12 0.14
-0.74 0.11 -0.14
0.68 -0.78 -0.31
-0.28 0.63 0.17
0.39 0.38 0.32
1.32 -0.37 0.05
-1.40 -0.87 1.02
-1.36 -0.27 -1.78
0.53 0.79 0.91
0.81 0.67 0.13
0.16 -1.23 0.58
0.07 2.64 -1.90
0.43 0.32 -0.49
-0.05 -0.06 -0.72
-0.51 -1.04 -0.35
-0.25 -0.22 3.27
0.63 0.34 -3.44
0.00 -0.52 -0.48
1.47 -0.20 -0.96
-1.63 0.18 1.65
0.99 1.53 -2.04
-0.97 -0.29 3.10
0.20 -0.80 0.29
0.52 2.03 -0.51
0.65 -0.51 1.32
-0.14 -0.89 0.00
-0.01 0.63 -0.03
-0.74 -1.71 0.59
0.00 -0.54 0.54
0.12 0.02 -0.26
-0.61 0.01 -0.06
-0.46 0.62 0.30
-0.52 -0.33 -0.20
1.15 0.32 -0.24
-2.27 -0.79 -1.06
0.82 1.50 0.11
1.21 -0.29 1.16
0.23 -1.07 -0.28
1.44 0.03 0.80
-0.06 -0.62 -0.13
-2.13 2.03 1.50
0.94 0.01 1.75
-0.29 -0.60 -0.72
-0.45 0.09 -0.78
-0.47 0.48 0.37
0.81 -1.10 -1.83
0.10 -0.04 -0.66

Properties
**Spin multiplicity**: 5
**E_HOMO (alpha / beta)**: -2.11 / -2.11 eV
**⟨S²⟩**: 6.018
**Net charge**: -2
**LUMO energy (alpha / beta)**: 4.08 / 4.08 eV

3.
C7H15N3S | ωB97M-V/def2-TZVPD

Last column: Löwdin charge in e.
CARTESIAN COORDINATES (ANGSTROEM)
C (2.662, 2.323, 0.670)  0.1990
N (2.411, 1.191, 0.165)  0.0831
C (2.677, 0.017, -0.110)  -0.3548
C (4.022, -0.120, -0.839)  0.0346
N (1.855, -1.007, -0.072)  0.0852
C (0.573, -1.078, 0.482)  -0.5189
C (-0.025, -2.205, 0.838)  0.0569
S (-0.332, 0.548, 0.263)  0.9528
C (-2.031, 0.109, -0.320)  -0.4657
C (-3.228, 0.836, 0.318)  -0.1303
N (-4.416, 0.046, -0.270)  0.2114
H (2.942, 2.301, 1.652)  0.1019
H (2.428, 3.188, 0.161)  0.1040
H (4.894, -0.656, -0.208)  0.1535
H (4.548, 0.796, -0.993)  0.0699
H (4.050, -0.762, -1.813)  0.1361
H (2.109, -1.917, -0.418)  0.1736
H (-1.129, -2.174, 1.108)  0.1033
H (0.652, -3.001, 0.904)  0.0723
H (-1.940, -1.011, -0.262)  0.0643
H (-2.166, 0.200, -1.437)  0.1035
H (-3.181, 1.850, 0.094)  0.1177
H (-3.141, 0.858, 1.323)  0.0947
H (-4.599, -0.832, 0.162)  0.1569
H (-4.394, -0.134, -1.323)  0.2113
H (-5.241, 0.633, -0.074)  0.1837

Atomic forces in eV per Å
-1.14 -2.90 -1.04
-0.43 3.96 1.05
2.80 -2.34 -2.63
2.69 -3.46 0.30
-0.68 -1.30 0.65
-2.61 1.99 -0.64
-1.24 1.96 0.35
-0.33 -0.17 0.01
1.14 -1.50 -1.48
1.77 -3.33 -3.22
-0.70 2.65 -0.74
1.21 0.50 2.53
-0.47 1.86 -1.08
-2.39 0.70 -0.77
-0.46 0.94 -0.42
-0.68 1.30 1.70
0.93 0.11 -0.31
1.95 -0.60 -0.15
0.07 -1.79 0.22
-1.08 0.94 0.60
0.70 0.51 0.88
-0.75 1.74 -1.39
-0.65 -0.92 3.56
0.18 -1.07 0.78
0.32 0.59 1.59
-0.15 -0.38 -0.36

Properties
**Spin multiplicity**: 1
**E_HOMO**: -15.56 eV
**Net charge**: +2
**LUMO energy**: -6.84 eV

Calculated calculated total energy, -3950.6100; -5114.3744; -837.4637 hartree (same order as the records).
Calculated energy above the lowest of the compared OMol25 structures with the same formula, charge and spin, 2.4770; 0.0000; 2.0028 eV (same order as the records).